Entry w
Computed, not measured: an isolated ion of composition C5H10NO2 and charge -1, with ωB97M-V with the def2-TZVPD basis set.

Properties
- HOMO level: -0.128 Ha
- Spin multiplicity: 1
- Total charge: -1

XYZ file:
```
18
C5H10NO2 | OMol25 | ωB97M-V with the def2-TZVPD basis set
C -0.58 1.91 2.06
C -0.49 0.82 0.84
O -1.61 0.40 0.53
N 0.79 0.48 0.60
C 0.97 -0.46 -0.50
C 0.40 -1.89 -0.15
C 0.40 -0.03 -1.77
O -0.78 -0.57 -2.22
H -0.23 2.80 1.68
H 0.12 1.57 2.79
H -1.66 2.06 2.26
H 2.03 -0.52 -0.47
H 0.70 -2.57 -0.85
H -0.72 -1.99 -0.18
H 0.63 -2.18 1.04
H 0.29 1.03 -1.65
H 1.13 -0.38 -2.59
H -1.41 -0.49 -1.43
```

=====

Entry x
Computed, not measured: a 2-piece molecular cluster, C5H10NO2 overall, with ωB97M-V with the def2-TZVPD basis set.

Properties
- HOMO level: -0.086 Ha
- Spin multiplicity: 1
- Total charge: -1

XYZ file:
```
18
C5H10NO2 | OMol25 | ωB97M-V with the def2-TZVPD basis set
C -0.68 -1.33 -1.22
C -1.43 -1.46 -2.53
C 0.73 -1.30 -1.35
N 1.85 0.52 1.96
C 0.66 0.93 2.37
C -0.11 1.90 1.21
O -1.19 2.30 1.71
O 1.35 -1.74 -2.35
H 1.34 -0.82 -0.56
H -1.17 -0.86 -0.38
H -0.97 -2.24 -3.13
H -1.50 -0.51 -3.07
H -2.46 -1.78 -2.35
H 2.55 0.73 2.70
H -0.04 0.07 2.42
H 0.59 1.52 3.28
H -0.13 1.31 0.26
H 0.60 2.74 1.02
```

=====

Which is most stable? The ranking, best first, is entry w, entry x.

=====

Entry w
Computed, not measured: a 2-piece molecular cluster, C3H9N overall, with ωB97M-V with the def2-TZVPD basis set.

Properties
- HOMO level: -0.347 Ha
- Spin multiplicity: 1

XYZ file:
```
13
C3H9N | OMol25 | ωB97M-V with the def2-TZVPD basis set
C -1.65 2.19 -0.01
N -1.96 2.66 1.13
C -2.59 4.00 1.09
H -0.85 1.44 0.00
H -2.33 2.25 -0.87
H -3.47 4.08 1.74
H -1.79 4.59 1.52
H -2.92 4.33 0.10
C 3.52 -5.16 -0.96
H 3.37 -4.53 -1.84
H 4.56 -5.45 -0.84
H 3.35 -4.47 -0.15
H 2.76 -5.93 -0.91
```

=====

Entry x
Computed, not measured: one molecule with the formula C3H9N, with ωB97M-V with the def2-TZVPD basis set.

Properties
- HOMO level: -0.326 Ha
- Spin multiplicity: 1

XYZ file:
```
13
C3H9N | OMol25 | ωB97M-V with the def2-TZVPD basis set
C -1.41 0.39 -0.14
C -0.53 -0.82 0.26
N 0.75 -0.79 -0.38
C 1.60 0.30 0.04
H -2.32 0.45 0.46
H -0.76 1.29 0.06
H -1.61 0.41 -1.24
H -0.31 -0.66 1.43
H -1.15 -1.70 0.06
H 0.40 -0.55 -1.36
H 1.05 1.22 -0.12
H 1.70 0.30 1.14
H 2.61 0.17 -0.20
```

=====

Which is most stable? The ranking, best first, is entry x, entry w.

=====

Entry w
Computed, not measured: C53H63Br2ClN5O2PbSSi2Te as an isolated structure, with ωB97M-V with the def2-TZVPD basis set.

Properties
- HOMO level (spin up / spin down): -0.020 / -0.084 Ha
- Spin multiplicity: 2
- Expectation value of S²: 0.7756
- Total charge: -2

XYZ file:
```
131
C53H63Br2ClN5O2PbSSi2Te | OMol25 | ωB97M-V with the def2-TZVPD basis set
Pb 0.83 -0.02 -1.17
C -2.87 -3.83 5.85
C -3.03 -4.35 4.42
C -4.50 -4.73 4.19
C -2.19 -5.62 4.28
C -2.60 -3.27 3.43
C -1.51 -3.40 2.58
C -1.16 -2.37 1.73
Br 0.39 -2.64 0.65
C -1.85 -1.13 1.59
O -1.50 -0.28 0.72
C -2.96 -1.00 2.52
C -3.28 -2.05 3.37
C -3.82 0.27 2.67
C -3.44 1.41 1.72
C -5.30 -0.06 2.41
C -3.66 0.81 4.10
H -3.18 -4.59 6.58
H -3.48 -2.94 6.02
H -1.83 -3.57 6.04
H -4.83 -5.48 4.92
H -4.64 -5.14 3.18
H -5.15 -3.86 4.28
H -2.55 -6.38 4.98
H -1.14 -5.43 4.50
H -2.26 -6.03 3.27
H -0.90 -4.30 2.56
H -4.13 -1.92 4.03
H -3.56 1.11 0.68
H -2.40 1.70 1.85
H -4.08 2.28 1.92
H -5.42 -0.46 1.40
H -5.91 0.85 2.50
H -5.69 -0.80 3.11
H -2.61 1.03 4.30
H -4.01 0.10 4.85
H -4.24 1.74 4.23
O 0.05 0.77 -3.77
N 1.08 0.52 -4.54
C 0.89 -0.16 -5.69
C 1.91 -0.43 -6.57
C 3.19 0.00 -6.25
C 3.40 0.66 -5.06
C 2.35 0.92 -4.16
S 2.61 1.69 -2.64
H -0.13 -0.46 -5.86
H 1.70 -0.98 -7.47
H 4.03 -0.20 -6.92
H 4.38 0.98 -4.76
Br 7.29 -4.26 -4.04
C 5.49 -3.65 -3.78
C 5.27 -2.37 -3.28
C 3.97 -1.94 -3.08
C 2.85 -2.75 -3.39
C 3.13 -4.04 -3.89
C 4.43 -4.49 -4.08
N 1.60 -2.26 -3.13
C 0.54 -2.79 -3.74
C -0.82 -2.57 -3.38
C -1.85 -3.22 -4.12
C -3.16 -3.08 -3.75
C -3.48 -2.29 -2.64
C -2.43 -1.67 -1.97
N -1.15 -1.78 -2.31
H 6.10 -1.73 -3.04
H 3.79 -0.95 -2.67
H 2.32 -4.73 -4.07
H 4.62 -5.49 -4.46
H 0.67 -3.45 -4.60
H -1.57 -3.85 -4.96
H -3.94 -3.58 -4.31
H -4.50 -2.16 -2.31
H -2.63 -1.04 -1.10
Cl 5.40 -5.50 -0.74
C 5.12 -3.82 -0.39
C 6.19 -2.98 -0.15
C 5.92 -1.64 0.10
C 4.59 -1.21 0.09
N 3.57 -2.04 -0.13
C 3.83 -3.32 -0.36
H 7.20 -3.36 -0.17
H 6.72 -0.94 0.28
H 4.33 -0.17 0.25
H 2.97 -3.96 -0.54
C -3.28 4.48 -4.45
Si -2.95 3.36 -2.97
C -4.09 3.97 -1.60
C -3.40 1.61 -3.43
C -1.16 3.53 -2.48
Te -0.73 2.55 -0.61
C 0.95 3.86 -0.30
Si 0.55 5.30 0.81
C 2.04 6.45 0.92
C 0.17 4.65 2.53
C -0.92 6.30 0.17
H -4.33 4.43 -4.77
H -2.65 4.20 -5.31
H -3.06 5.53 -4.21
H -5.14 3.75 -1.83
H -4.00 5.05 -1.46
H -3.85 3.49 -0.64
H -4.44 1.53 -3.73
H -3.22 0.92 -2.59
H -2.76 1.26 -4.25
H -0.85 4.57 -2.38
H -0.52 3.02 -3.21
H 1.31 4.14 -1.29
H 1.72 3.24 0.17
H 2.93 5.89 1.21
H 1.88 7.25 1.66
H 2.24 6.93 -0.05
H 1.10 4.34 3.02
H -0.47 3.77 2.46
H -0.32 5.38 3.17
H -0.65 6.84 -0.74
H -1.26 7.03 0.91
H -1.76 5.63 -0.06
N 4.88 2.81 8.05
C 4.45 2.53 7.02
C 3.91 2.19 5.73
C 2.54 1.98 5.56
C 2.03 1.64 4.32
C 2.88 1.51 3.21
C 4.25 1.74 3.39
C 4.76 2.06 4.63
C 2.35 1.16 1.93
C 1.92 0.83 0.83
H 1.88 2.08 6.42
H 0.97 1.46 4.19
H 4.91 1.64 2.54
H 5.82 2.22 4.76
```

=====

Entry x
Computed, not measured: C53H63Br2ClN5O2PbSSi2Te as an isolated structure, with ωB97M-V with the def2-TZVPD basis set.

Properties
- HOMO level (spin up / spin down): -0.042 / -0.068 Ha
- Spin multiplicity: 2
- Expectation value of S²: 0.7726
- Total charge: -2

XYZ file:
```
131
C53H63Br2ClN5O2PbSSi2Te | OMol25 | ωB97M-V with the def2-TZVPD basis set
Pb -0.48 -0.70 0.04
C 1.50 5.41 5.81
C 0.14 4.94 5.29
C -0.67 6.18 4.90
C -0.59 4.21 6.43
C 0.27 4.01 4.08
C -0.87 3.52 3.44
C -0.76 2.71 2.34
Br -2.38 2.13 1.52
C 0.47 2.29 1.75
O 0.52 1.56 0.71
C 1.64 2.77 2.44
C 1.49 3.61 3.54
C 3.09 2.48 1.98
C 3.96 2.08 3.18
C 3.25 1.35 0.94
C 3.66 3.76 1.35
H 1.35 6.06 6.68
H 2.04 5.98 5.04
H 2.12 4.57 6.11
H -0.79 6.86 5.76
H -1.67 5.91 4.55
H -0.17 6.73 4.09
H -0.76 4.89 7.28
H 0.01 3.36 6.78
H -1.55 3.82 6.10
H -1.86 3.76 3.81
H 2.40 3.98 4.01
H 3.57 1.17 3.65
H 4.02 2.85 3.95
H 4.98 1.87 2.84
H 2.85 0.41 1.31
H 4.33 1.21 0.75
H 2.74 1.57 0.01
H 3.66 4.59 2.07
H 3.04 4.06 0.50
H 4.68 3.60 1.00
O -2.55 -2.20 1.30
N -2.10 -2.98 2.25
C -1.71 -4.24 1.91
C -1.15 -5.11 2.80
C -0.97 -4.68 4.12
C -1.39 -3.42 4.47
C -2.02 -2.52 3.56
S -2.62 -1.00 4.00
H -1.85 -4.46 0.86
H -0.84 -6.09 2.46
H -0.50 -5.32 4.85
H -1.26 -3.05 5.48
Br 2.61 -0.38 7.00
C 2.08 -0.98 5.27
C 1.13 -0.27 4.56
C 0.78 -0.70 3.29
C 1.34 -1.84 2.71
C 2.29 -2.55 3.47
C 2.66 -2.11 4.73
N 0.89 -2.20 1.44
C 1.23 -3.35 0.88
C 0.67 -3.82 -0.33
C 1.04 -5.08 -0.88
C 0.45 -5.52 -2.03
C -0.53 -4.73 -2.66
C -0.83 -3.52 -2.09
N -0.27 -3.05 -0.97
H 0.65 0.61 4.98
H 0.01 -0.15 2.75
H 2.76 -3.44 3.07
H 3.41 -2.66 5.29
H 1.93 -4.03 1.37
H 1.80 -5.67 -0.37
H 0.73 -6.49 -2.44
H -1.03 -5.05 -3.57
H -1.58 -2.86 -2.54
Cl 2.32 2.76 -4.53
C 1.00 3.09 -3.44
C 0.66 4.38 -3.12
C -0.41 4.57 -2.25
C -1.09 3.46 -1.77
N -0.76 2.22 -2.11
C 0.28 2.03 -2.91
H 1.22 5.22 -3.52
H -0.70 5.57 -1.95
H -1.93 3.56 -1.09
H 0.56 1.00 -3.13
C -0.15 -1.12 -4.64
Si -1.82 -0.65 -5.30
C -1.58 0.07 -7.01
C -2.86 -2.19 -5.48
C -2.71 0.65 -4.30
Te -3.00 0.29 -2.20
C -4.82 -0.79 -2.67
Si -5.46 -2.06 -1.46
C -4.49 -3.65 -1.57
C -7.20 -2.44 -2.07
C -5.56 -1.43 0.27
H 0.11 -2.13 -4.96
H -0.10 -1.10 -3.54
H 0.63 -0.43 -5.00
H -1.11 -0.65 -7.69
H -0.93 0.96 -6.96
H -2.54 0.38 -7.46
H -2.31 -2.94 -6.06
H -3.81 -1.99 -5.99
H -3.10 -2.64 -4.50
H -3.71 0.82 -4.70
H -2.17 1.60 -4.40
H -4.66 -1.26 -3.65
H -5.59 -0.03 -2.80
H -4.34 -3.95 -2.61
H -5.02 -4.45 -1.05
H -3.51 -3.54 -1.10
H -7.20 -2.75 -3.12
H -7.84 -1.54 -1.99
H -7.67 -3.23 -1.48
H -4.57 -1.33 0.73
H -6.14 -2.11 0.89
H -6.05 -0.44 0.29
N 7.85 -0.30 -6.26
C 6.95 -0.35 -5.55
C 5.80 -0.41 -4.67
C 5.66 0.52 -3.64
C 4.56 0.47 -2.81
C 3.58 -0.52 -2.97
C 3.74 -1.46 -4.00
C 4.84 -1.40 -4.84
C 2.42 -0.55 -2.13
C 1.41 -0.58 -1.44
H 6.41 1.29 -3.51
H 4.44 1.19 -2.01
H 2.99 -2.23 -4.12
H 4.96 -2.13 -5.63
```

=====

Which is most stable? The ranking, best first, is entry x, entry w.

=====

Entry w
Computed, not measured: a 2-piece molecular cluster, CH3BrClN overall, with ωB97M-V with the def2-TZVPD basis set.

Properties
- HOMO level (spin up / spin down): -0.315 / -0.389 Ha
- Spin multiplicity: 3
- Expectation value of S²: 2.0118

XYZ file:
```
7
CH3BrClN | OMol25 | ωB97M-V with the def2-TZVPD basis set
C -0.05 0.22 0.19
N 2.69 0.84 -0.42
Cl 2.90 1.86 1.01
Br 3.51 -0.80 -0.43
H -0.52 0.63 -0.73
H 0.22 -0.85 0.10
H 0.23 0.75 1.14
```

=====

Entry x
Computed, not measured: CH3BrClN as an isolated structure, with ωB97M-V with the def2-TZVPD basis set.

Properties
- HOMO level (spin up / spin down): -0.315 / -0.386 Ha
- Spin multiplicity: 3
- Expectation value of S²: 2.0093

XYZ file:
```
7
CH3BrClN | OMol25 | ωB97M-V with the def2-TZVPD basis set
C -0.03 0.03 0.30
N -2.45 -0.96 -0.81
Cl -2.26 -2.36 -1.68
Br -3.22 -1.25 0.77
H -0.30 0.90 0.87
H 0.20 -0.99 0.71
H 0.39 0.11 -0.71
```

=====

Which is most stable? The ranking, best first, is entry x, entry w.

=====

Entry w
Computed, not measured: C2H6InO2 as an isolated structure, with ωB97M-V with the def2-TZVPD basis set.

Properties
- HOMO level: -0.847 Ha
- Spin multiplicity: 1
- Total charge: +3

XYZ file:
```
11
C2H6InO2 | OMol25 | ωB97M-V with the def2-TZVPD basis set
In -3.95 3.47 -2.52
C 1.09 0.10 0.10
C 0.05 -0.87 0.63
O -1.10 -0.17 1.05
O 0.68 0.55 -1.17
H 2.06 -0.38 0.10
H 1.19 0.98 0.75
H 0.54 -1.42 1.43
H -0.23 -1.62 -0.10
H -1.64 -0.81 1.53
H 1.30 0.17 -1.81
```

=====

Entry x
Computed, not measured: C2H6InO2 as an isolated structure, with ωB97M-V with the def2-TZVPD basis set.

Properties
- HOMO level: -0.942 Ha
- Spin multiplicity: 1
- Total charge: +3

XYZ file:
```
11
C2H6InO2 | OMol25 | ωB97M-V with the def2-TZVPD basis set
In 3.10 -13.73 16.97
C 5.36 -11.00 15.62
C 3.92 -10.32 15.31
O 2.79 -11.24 15.34
O 5.32 -11.68 16.85
H 6.18 -10.28 15.60
H 5.49 -11.67 14.77
H 4.02 -10.01 14.27
H 3.77 -9.48 16.00
H 2.13 -10.89 14.75
H 6.23 -11.67 17.15
```

=====

Which is most stable? The ranking, best first, is entry w, entry x.

=====

Entry w
Computed, not measured: one molecule with the formula C14H18N2O6, with ωB97M-V with the def2-TZVPD basis set.

Properties
- HOMO level: -0.313 Ha
- Spin multiplicity: 1

XYZ file:
```
40
C14H18N2O6 | OMol25 | ωB97M-V with the def2-TZVPD basis set
N -1.37 -0.28 2.77
C 0.06 -0.17 2.84
C 0.94 -1.43 2.73
C 1.07 -2.00 1.31
C 2.15 -1.58 0.49
C 2.27 -1.87 -0.83
C 1.32 -2.65 -1.47
O 1.46 -3.10 -2.78
C 0.24 -3.13 -0.70
C 0.16 -2.84 0.72
C 0.50 0.90 1.90
O 1.59 1.40 2.06
N -0.37 1.34 1.02
C -0.07 2.37 0.05
C 0.49 1.87 -1.23
C -0.38 0.88 -2.09
C -1.80 1.28 -2.64
O -2.22 2.36 -2.81
O -2.44 0.17 -3.06
C -1.47 2.84 -0.28
O -2.42 2.16 0.02
O -1.46 3.99 -0.93
H -1.70 0.57 3.28
H -1.72 -1.11 3.31
H 0.38 0.20 3.82
H 0.48 -2.22 3.34
H 1.90 -1.18 3.21
H 2.91 -1.03 1.02
H 3.16 -1.52 -1.28
H 2.15 -2.65 -3.25
H -0.50 -3.80 -1.11
H -0.57 -3.26 1.34
H -1.26 0.90 0.87
H 0.37 3.23 0.52
H 1.46 1.34 -1.01
H 0.76 2.61 -1.94
H -0.59 -0.01 -1.53
H 0.14 0.55 -3.02
H -3.21 0.55 -3.55
H -2.39 4.30 -1.11
```

=====

Entry x
Computed, not measured: one molecule with the formula C14H18N2O6, with ωB97M-V with the def2-TZVPD basis set.

Properties
- HOMO level: -0.316 Ha
- Spin multiplicity: 1

XYZ file:
```
40
C14H18N2O6 | OMol25 | ωB97M-V with the def2-TZVPD basis set
N -2.13 0.11 2.02
C -2.08 1.39 1.31
C -0.97 2.36 1.84
C 0.43 1.80 1.57
C 1.22 2.22 0.49
C 2.55 1.81 0.32
C 3.06 0.82 1.14
O 4.28 0.23 0.99
C 2.33 0.45 2.24
C 1.02 0.90 2.48
C -1.84 1.18 -0.17
O -1.61 2.12 -0.92
N -1.83 -0.10 -0.56
C -1.47 -0.52 -1.90
C 0.01 -0.50 -2.23
C 0.82 -1.30 -1.25
C 0.77 -2.81 -1.43
O 0.36 -3.48 -2.35
O 1.50 -3.33 -0.38
C -2.01 -1.92 -2.04
O -2.36 -2.58 -1.12
O -2.14 -2.32 -3.32
H -3.06 -0.25 2.09
H -1.72 0.19 2.96
H -3.02 1.94 1.46
H -1.07 2.62 2.92
H -1.05 3.28 1.27
H 0.85 3.00 -0.17
H 3.03 2.31 -0.49
H 4.85 0.70 0.37
H 2.73 -0.32 2.89
H 0.44 0.56 3.33
H -1.82 -0.75 0.15
H -1.91 0.23 -2.58
H 0.31 0.54 -2.25
H 0.17 -0.99 -3.23
H 0.62 -0.97 -0.21
H 1.88 -1.15 -1.42
H 1.52 -4.28 -0.60
H -2.67 -3.18 -3.23
```

=====

Entry y
Computed, not measured: one molecule with the formula C14H18N2O6, with ωB97M-V with the def2-TZVPD basis set.

Properties
- HOMO level: -0.309 Ha
- Spin multiplicity: 1

XYZ file:
```
40
C14H18N2O6 | OMol25 | ωB97M-V with the def2-TZVPD basis set
N -3.27 -2.36 0.97
C -2.26 -1.73 0.14
C -2.90 -1.30 -1.32
C -3.95 -0.22 -1.43
C -3.86 0.99 -0.68
O -3.28 1.14 0.42
O -4.75 1.91 -1.12
C -1.53 -0.61 0.80
O -1.68 -0.44 2.11
N -0.86 0.35 -0.03
C 0.00 1.03 0.95
C 1.26 0.04 1.32
C 2.53 -0.11 0.54
C 3.76 -0.01 1.24
C 4.92 -0.31 0.68
C 4.97 -0.29 -0.74
O 6.13 -0.29 -1.45
C 3.80 -0.25 -1.53
C 2.51 -0.04 -0.80
C 0.42 2.32 0.33
O 0.31 2.57 -0.85
O 1.02 2.96 1.28
H -2.93 -2.24 1.98
H -3.33 -3.39 0.83
H -1.53 -2.45 -0.24
H -3.33 -2.32 -1.72
H -2.09 -0.98 -2.04
H -5.04 -0.44 -1.11
H -3.98 0.14 -2.46
H -4.63 2.61 -0.34
H -1.61 0.74 -0.50
H -0.43 1.05 1.97
H 0.85 -0.90 1.50
H 1.47 0.60 2.30
H 3.83 0.20 2.25
H 5.88 -0.52 1.13
H 6.65 -0.93 -1.11
H 3.72 -0.14 -2.62
H 1.71 -0.18 -1.56
H 1.51 3.80 0.92
```

=====

Which is most stable? The ranking, best first, is entry x, entry w, entry y.